(1)
C30H35F4N10O2RbSe | ωB97M-V/def2-TZVPD

XYZ file:
```
83
Properties=species:S:1:pos:R:3
Rb -0.09890 -0.54977 -0.48400
C 1.42989 -4.37937 -2.81884
C 0.93341 -3.21571 -1.95612
N -0.01068 -3.54347 -0.88948
C 0.52589 -4.46279 0.10577
C 1.64736 -3.85066 0.93923
C -1.30732 -4.03162 -1.36633
C -1.97006 -3.23462 -2.48905
N -1.92949 -1.81341 -2.22719
C -2.71694 -0.98154 -2.88249
C -2.61054 0.42285 -2.62294
F -1.62962 0.85720 -1.76499
C -3.41186 1.38225 -3.17962
F -3.19406 2.67581 -2.83079
C -4.41103 1.08119 -4.08579
C -4.52074 -0.26146 -4.41287
F -5.45522 -0.62460 -5.31307
C -3.72358 -1.24173 -3.87191
F -3.92075 -2.50942 -4.32129
H 2.02321 -3.98204 -3.64360
H 0.59469 -4.94045 -3.24237
H 2.06114 -5.07190 -2.25855
H 0.43641 -2.48896 -2.60184
H 1.79713 -2.71222 -1.50924
H 0.87748 -5.40036 -0.35221
H -0.29686 -4.73690 0.77131
H 2.55354 -3.70420 0.34818
H 1.89402 -4.51375 1.77038
H 1.33760 -2.88335 1.33978
H -1.98432 -4.01524 -0.50487
H -1.23997 -5.08113 -1.70104
H -2.98783 -3.63239 -2.55563
H -1.48532 -3.47627 -3.44798
H -5.05537 1.83205 -4.51541
Se -2.93898 2.28525 7.30091
N -2.97473 0.72596 6.46359
C -2.48957 0.92286 5.26544
C -2.33459 -0.12666 4.27349
C -2.73110 -1.44442 4.51201
C -2.52198 -2.38870 3.53539
C -1.89995 -1.99044 2.35147
N -1.52785 -0.74847 2.10639
C -1.75420 0.18563 3.03559
C -1.38674 1.57610 2.70700
N -0.93183 1.82439 1.47296
C -0.64582 3.06908 1.14718
C -0.74925 4.14937 2.02124
C -1.20117 3.90495 3.29835
C -1.54508 2.60154 3.65472
C -2.08078 2.27356 4.96469
N -2.23887 3.14873 5.92327
H -3.19435 -1.69091 5.45846
H -2.82141 -3.41834 3.67576
H -1.68983 -2.71224 1.56600
H -0.34157 3.22538 0.11448
H -0.49398 5.14946 1.69651
H -1.31569 4.69704 4.02687
N 2.43161 -0.30956 1.48968
C 2.61838 0.94313 0.74772
C 3.85682 1.73703 1.21561
C 4.52297 2.68138 0.20743
C 3.76159 3.94686 -0.20868
N 2.44390 3.82428 -0.82868
C 2.20073 3.38836 -2.06362
N 3.22443 2.99219 -2.83898
N 0.99995 3.62082 -2.63296
C 2.72671 0.54497 -0.74597
O 3.76788 -0.01641 -1.12058
O 1.74176 0.86918 -1.47400
H 2.47695 -0.14177 2.48899
H 3.19769 -0.93244 1.24814
H 1.71090 1.53783 0.88553
H 4.60682 0.99087 1.48493
H 3.61148 2.29513 2.12713
H 4.81493 2.08404 -0.65768
H 5.44640 3.05562 0.65704
H 4.38633 4.51588 -0.89964
H 3.60174 4.56552 0.67469
H 1.65004 3.84057 -0.21091
H 3.91630 2.40920 -2.38549
H 2.96954 2.64393 -3.74932
H 0.21845 3.77849 -2.01468
H 0.75375 3.00375 -3.39258
```

The HOMO energy comes out at -5.710 eV. Its HOMO-LUMO gap is 4.67 eV.



(2)
C30H35FeN6O5SbTe | ωB97M-V/def2-TZVPD

XYZ file:
```
79
Properties=species:S:1:pos:R:3
Fe -0.40022 1.77803 -0.18176
O -0.12016 1.11637 1.85626
N 0.40664 1.87638 2.70072
N 0.51333 3.10618 2.30388
O 0.09844 3.51244 1.12488
C 1.11299 4.04572 3.19169
C 1.56708 3.66572 4.45102
C 2.14222 4.61909 5.27224
C 2.26939 5.93792 4.85144
C 1.81417 6.30131 3.59491
C 1.23247 5.35976 2.75448
H 1.46530 2.64042 4.76909
H 2.49641 4.32616 6.25336
H 2.72293 6.67532 5.50294
H 1.90949 7.32574 3.25632
H 0.86897 5.61073 1.76692
N 2.05698 1.72226 -0.06058
N 2.50968 1.59207 -1.38232
C 1.52742 1.59747 -2.40620
O 1.93721 1.79076 -3.55399
O 0.33839 1.35783 -2.01882
H 2.19753 2.65159 0.31235
H 2.49176 1.02433 0.53264
H 3.33839 2.10318 -1.63408
C -3.44860 -3.00429 -1.47195
C -2.60314 -3.84303 -0.55751
C -3.06952 -5.11023 -0.20458
C -2.34240 -5.96423 0.61239
C -1.10462 -5.55508 1.07635
C -0.63088 -4.29586 0.72848
C -1.35987 -3.41205 -0.06284
Sb -0.51814 -1.43168 -0.53834
C -0.32966 -1.98768 -2.64616
C -0.81813 -1.00422 -3.50856
C -0.86413 -1.19696 -4.88056
C -0.41770 -2.39412 -5.41815
C 0.07056 -3.37759 -4.57278
C 0.11984 -3.19814 -3.18959
C 0.64066 -4.34517 -2.36111
C 1.59186 -1.94590 0.10444
C 2.60582 -1.89660 -0.85442
C 3.95099 -1.79886 -0.51792
C 4.31702 -1.74167 0.81899
C 3.32265 -1.76124 1.79029
C 1.97312 -1.84692 1.45087
C 0.94115 -1.75159 2.54819
H -4.26615 -3.59943 -1.88486
H -2.86430 -2.59948 -2.30211
H -3.85390 -2.13410 -0.94955
H -4.03023 -5.43137 -0.59474
H -2.73462 -6.94295 0.86791
H -0.49992 -6.21115 1.69332
H 0.36442 -4.01261 1.05551
H -1.16036 -0.06256 -3.09258
H -1.23607 -0.40590 -5.52066
H -0.43905 -2.56046 -6.49003
H 0.42863 -4.31569 -4.98866
H 1.46657 -4.83826 -2.88045
H -0.14495 -5.08675 -2.19008
H 0.99707 -4.01767 -1.38850
H 2.33895 -1.91203 -1.90829
H 4.70143 -1.75083 -1.29920
H 5.36000 -1.66624 1.10630
H 3.59683 -1.69061 2.83937
H 1.42489 -1.56327 3.50914
H 0.33796 -2.65704 2.64511
H 0.24834 -0.92948 2.35025
C -3.85494 4.43032 1.00277
N -2.56648 4.40552 0.34105
C -2.38967 4.00077 -0.93518
N -3.52033 3.91740 -1.72848
O -1.27005 3.76657 -1.38904
H -3.71223 4.77328 2.02747
H -4.29874 3.42753 1.02280
H -4.53329 5.12890 0.50621
H -1.74981 4.26704 0.91665
H -4.26388 3.42380 -1.24034
H -3.26638 3.33024 -2.51564
Te -3.13337 0.64283 -0.18834
```

The HOMO energy (spin up / spin down) comes out at 0.311 / 0.291 eV. The net charge is -2. Its HOMO-LUMO gap (spin up / spin down) is 3.75 / 3.77 eV. The multiplicity is 5.



(3)
C30H35N15O2SW | ωB97M-V/def2-TZVPD

XYZ file:
```
84
Properties=species:S:1:pos:R:3
W -0.34685 0.19286 -1.23811
C -3.88647 1.35765 4.89719
C -2.97628 1.04608 3.74855
C -1.59386 0.95036 3.93066
C -0.68349 0.67657 2.89980
C 0.79649 0.61243 3.22093
N 1.22074 -0.64558 3.62581
C 0.68780 -1.88916 3.11279
C 1.28045 -2.34979 1.77097
C 0.33118 -3.30431 1.04699
N 1.08328 -4.20208 0.15889
C 1.02725 -4.44953 -1.10090
C 0.26918 -3.90686 -2.22709
C 0.23718 -4.79610 -3.31686
C -0.32540 -4.50747 -4.56245
C -0.35150 -5.52635 -5.65954
C -0.77648 -3.21098 -4.74848
C -0.72209 -2.26687 -3.71187
C -1.08636 -0.91101 -4.01129
N -0.98146 0.14938 -3.27052
C -1.44093 1.42790 -3.89827
C -2.65977 1.97538 -3.14691
C -3.30222 0.91121 -2.28262
N -2.44387 0.58765 -1.08589
C -3.09127 0.64307 0.05373
C -2.60441 0.61001 1.39320
C -3.47211 0.88704 2.45481
C -1.24027 0.46991 1.65817
O -0.46256 0.15750 0.57507
C -0.26943 -2.62539 -2.44020
O -0.36725 -1.67940 -1.48814
H -3.41497 1.11866 5.84792
H -4.81753 0.79826 4.82214
H -4.13524 2.42060 4.90262
H -1.19667 1.09930 4.92944
H 0.99983 1.34990 3.99638
H 2.01366 -0.69144 4.24334
H -0.39936 -1.79533 3.03379
H 0.85645 -2.65396 3.87115
H 2.23852 -2.84597 1.94705
H 1.50386 -1.49235 1.13421
H -0.41828 -2.79228 0.45184
H -0.19278 -3.96143 1.74595
H 1.75651 -4.78224 0.65603
H 1.69598 -5.25231 -1.39872
H 0.68078 -5.77730 -3.18545
H -0.39737 -6.53726 -5.25970
H 0.55291 -5.44255 -6.26591
H -1.20941 -5.37485 -6.31201
H -1.15688 -2.90709 -5.71750
H -1.45295 -0.74712 -5.02368
H -1.68237 1.20047 -4.93511
H -0.60339 2.12396 -3.89735
H -3.39678 2.33428 -3.86535
H -2.39503 2.82920 -2.52639
H -3.48630 -0.01914 -2.82231
H -4.26088 1.26316 -1.91037
H -4.16489 0.80146 -0.02565
H -4.53282 1.00067 2.26284
N 2.12634 2.68671 -2.04337
C 2.47287 1.38007 -1.81501
N 3.57079 0.90250 -1.28618
N 3.29470 -0.38073 -0.98281
N 2.10575 -0.69819 -1.32908
N 1.53749 0.40526 -1.92663
C 0.95012 3.06389 -1.43658
N 0.72911 4.19210 -0.84380
N -0.50298 4.05119 -0.26633
N -1.01456 2.92937 -0.49884
N -0.11372 2.19416 -1.28953
H 2.87309 3.37493 -2.01925
C 1.67592 4.53535 2.81726
N 2.83652 3.64878 2.99193
C 4.02545 4.03845 3.55995
C 4.88114 2.98757 3.47903
N 4.19339 1.98000 2.85838
C 2.94503 2.38377 2.56313
S 1.74913 1.45195 1.71581
H 1.54515 5.11520 3.72639
H 0.79610 3.92841 2.62749
H 1.85814 5.19502 1.97094
H 4.16297 5.02423 3.97104
H 5.90266 2.88026 3.80113
H 4.56561 1.07829 2.59730
```

The HOMO energy comes out at -18.731 eV. The net charge is +4. Its HOMO-LUMO gap is 5.26 eV.



(4)
C30H35N2O6PdTe | ωB97M-V/def2-TZVPD

XYZ file:
```
75
Properties=species:S:1:pos:R:3
Pd -0.10473 2.64499 0.94514
O -0.24309 6.81842 1.98877
C -0.11632 5.59772 1.81008
O -0.58268 4.88477 0.86961
C 0.70293 4.85235 2.85598
C 1.54704 5.50273 3.73860
C 2.29731 4.73252 4.61645
C 2.19481 3.34865 4.58473
C 1.33707 2.77556 3.65794
N 0.60605 3.53086 2.85165
C 1.23648 1.26869 3.43840
O 1.65503 0.54863 4.35981
O 0.76041 0.92030 2.31840
H 1.59086 6.58233 3.70340
H 2.97806 5.21158 5.31323
H 2.75640 2.69135 5.23495
C 3.28594 2.39828 -1.49534
C 2.07381 2.60656 -0.61855
O 2.05905 3.55536 0.20646
N 1.02987 1.77810 -0.73596
Te 1.51292 -0.59757 -0.76342
C 1.69276 -2.79101 -0.99620
C 2.34495 -3.50456 0.02198
C 2.71234 -2.90714 1.37403
C 2.68309 -4.85284 -0.17969
C 2.39830 -5.51456 -1.35824
C 2.80824 -6.95102 -1.56905
C 1.73516 -4.80667 -2.35983
C 1.37975 -3.47112 -2.19916
C 0.64959 -2.79409 -3.33823
C -0.57333 -0.80379 -1.04792
C -1.21890 -0.21481 -2.13902
C -0.53205 0.69388 -3.13228
C -2.58556 -0.44728 -2.31736
C -3.32471 -1.21558 -1.43472
C -4.79778 -1.45131 -1.65340
C -2.67362 -1.74308 -0.32548
C -1.31328 -1.54334 -0.10106
C -0.71061 -2.09662 1.17124
H 3.82905 3.34150 -1.55883
H 3.01382 2.03978 -2.48687
H 3.93230 1.64341 -1.03731
H 2.27883 -1.92603 1.55154
H 3.79829 -2.80327 1.47259
H 2.37902 -3.56734 2.18084
H 3.18343 -5.39245 0.62409
H 3.22253 -7.37812 -0.65353
H 3.56954 -7.03671 -2.34957
H 1.96106 -7.57079 -1.87592
H 1.49189 -5.30973 -3.29459
H 0.65727 -3.41846 -4.23687
H 1.10539 -1.83175 -3.57506
H -0.38957 -2.58448 -3.07111
H 0.45782 0.32772 -3.40905
H -0.37372 1.68421 -2.69970
H -1.14538 0.78994 -4.03061
H -3.08137 0.00715 -3.17204
H -5.13273 -0.99979 -2.58976
H -5.39084 -1.01668 -0.84337
H -5.02791 -2.51924 -1.69172
H -3.24229 -2.30969 0.40945
H -1.49609 -2.52970 1.79541
H -0.20659 -1.30366 1.73905
H 0.02687 -2.87405 0.95996
C -4.22305 1.53234 0.85207
C -3.02877 2.18392 0.17315
C -3.20685 3.68935 0.12032
O -1.89004 1.74244 0.84644
H -5.15797 1.75975 0.32142
H -4.29592 1.89829 1.88366
H -4.08430 0.44683 0.88264
H -3.02377 1.82542 -0.87507
H -3.31409 4.09966 1.13043
H -4.10043 3.94124 -0.46436
H -2.34701 4.18175 -0.32366
```

The HOMO energy (spin up / spin down) comes out at -1.980 / -2.069 eV. The net charge is -2. Its HOMO-LUMO gap (spin up / spin down) is 6.08 / 6.16 eV. The multiplicity is 2.



(5)
C30H35N3O3Rb | ωB97M-V/def2-TZVPD

XYZ file:
```
72
Properties=species:S:1:pos:R:3
Rb -1.32481 0.97293 -0.38322
C -2.33822 2.25026 2.27904
C -2.57368 0.91156 2.65925
C -1.36805 0.39341 3.18278
C -0.39237 1.40275 3.13479
C -0.99129 2.55297 2.56162
C -0.35204 3.88712 2.31940
C 0.99436 1.30609 3.69500
C -1.18349 -0.97495 3.75868
C -3.86423 0.15497 2.55746
C -3.28781 3.18786 1.58580
H -0.75554 4.68706 2.95456
H -0.48070 4.24558 1.28838
H 0.72484 3.86155 2.51226
H 1.01947 1.28990 4.79361
H 1.61462 2.15584 3.39417
H 1.50617 0.39990 3.36681
H -1.39915 -1.04003 4.83421
H -0.15893 -1.32970 3.61999
H -1.83974 -1.71131 3.27959
H -4.24593 -0.17092 3.53381
H -3.79717 -0.75914 1.95150
H -4.64740 0.75876 2.09524
H -4.31294 2.81255 1.60040
H -3.02694 3.34167 0.52994
H -3.30462 4.18345 2.04246
C 3.07953 3.24509 -0.93165
C 3.82601 2.84070 -2.02727
C 3.44538 1.70382 -2.72792
C 2.31486 1.00920 -2.30619
N 1.60695 1.39351 -1.24948
C 1.97821 2.47561 -0.58171
C 1.80410 -0.23365 -3.00820
C 2.42629 -0.75127 -4.14231
C 1.91017 -1.90559 -4.70841
C 0.79447 -2.49380 -4.14048
C 0.21851 -1.89468 -3.01933
N 0.72760 -0.79801 -2.46671
C -1.02698 -2.44395 -2.37472
C -1.87751 -3.32454 -3.03170
C -3.03049 -3.74030 -2.38046
C -3.29589 -3.26511 -1.10853
C -2.38412 -2.38816 -0.53675
N -1.27855 -1.99266 -1.14972
H 3.32973 4.12546 -0.35701
H 4.69756 3.40030 -2.34283
H 4.02078 1.37853 -3.58226
H 1.36632 2.73901 0.27668
H 3.29061 -0.27507 -4.58067
H 2.37575 -2.34181 -5.58293
H 0.38237 -3.40277 -4.55466
H -1.67171 -3.65238 -4.04058
H -3.71994 -4.41114 -2.87675
H -4.19414 -3.53749 -0.57307
H -2.56015 -1.97066 0.44884
O -3.58487 0.81064 -1.81712
C -3.23747 1.85507 -2.41499
O -2.40489 2.71143 -2.03824
H -3.70358 2.03545 -3.42299
C 2.85078 -2.98942 0.48438
C 3.42094 -1.60816 0.17612
C 2.88057 -0.77576 1.33499
O 1.67786 -1.40561 1.76164
C 1.48476 -2.61895 1.04404
H 3.45575 -3.49381 1.24258
H 2.78487 -3.63574 -0.39160
H 3.01767 -1.24509 -0.76610
H 4.51008 -1.58612 0.11369
H 2.65412 0.25225 1.05421
H 3.58688 -0.75157 2.17475
H 0.76393 -2.45392 0.23986
H 1.07245 -3.35906 1.73404
```

The HOMO energy comes out at -2.507 eV. The net charge is -1. Its HOMO-LUMO gap is 4.51 eV.



(6)
C30H35N3O7 | ωB97M-V/def2-TZVPD

XYZ file:
```
75
Properties=species:S:1:pos:R:3
C 6.62731 1.41660 -1.25557
O 5.32103 1.21146 -1.74620
C 4.35994 0.62784 -0.97786
C 3.22744 0.23059 -1.68313
C 2.14586 -0.36216 -1.06564
C 2.15939 -0.55367 0.30768
C 1.02535 -1.21844 1.03802
C 0.97049 -2.67995 0.53769
O 1.68741 -3.53356 1.00795
N 0.14838 -2.86447 -0.50779
C -0.18318 -4.15434 -1.05427
C -1.68346 -4.41131 -0.89025
C -2.13666 -4.60346 0.56602
C -3.52894 -3.95506 0.60603
C -3.68589 -3.34507 -0.79892
O -2.39006 -3.26843 -1.35320
N -0.26707 -0.53508 0.91192
C -1.26805 -1.03631 1.67175
O -1.10812 -2.01553 2.37721
C -2.62973 -0.34356 1.63554
N -2.61176 1.08951 1.53300
C -3.27879 1.73887 0.54828
O -3.98460 1.17183 -0.26584
C -3.06397 3.19080 0.53483
C -3.54922 4.13777 -0.32903
C -2.98677 5.36639 0.07642
C -2.20244 5.08054 1.15284
O -2.24082 3.77272 1.44093
C -0.43227 0.54421 -0.00210
C -1.18272 0.34338 -1.15384
C -1.37316 1.36268 -2.07524
C -2.26219 1.13970 -3.25541
C -0.76161 2.58575 -1.83799
C -0.01768 2.78955 -0.69188
C 0.14697 1.78832 0.25546
C 0.88708 2.08225 1.52523
C 3.28974 -0.17546 1.02130
C 4.39206 0.40936 0.41235
O 5.50546 0.80122 1.11366
C 5.60458 0.45530 2.47346
H 6.65217 2.17061 -0.46647
H 7.06718 0.48913 -0.88263
H 7.19938 1.76899 -2.11395
H 3.22892 0.39598 -2.74851
H 1.30396 -0.67253 -1.66201
H 1.26256 -1.28946 2.10691
H -0.49511 -2.13343 -0.77192
H 0.39643 -4.91183 -0.52427
H 0.07637 -4.17223 -2.11828
H -1.97222 -5.28619 -1.49566
H -2.15558 -5.65635 0.83661
H -1.45781 -4.08301 1.24118
H -3.56832 -3.18802 1.37656
H -4.31599 -4.68068 0.80154
H -4.31558 -3.99107 -1.42784
H -4.10723 -2.33835 -0.80065
H -3.19247 -0.70366 0.76700
H -3.15736 -0.66261 2.54285
H -2.05404 1.62026 2.18263
H -4.21968 3.95851 -1.14310
H -3.14294 6.32725 -0.36857
H -1.59379 5.70313 1.77925
H -1.66298 -0.60966 -1.33045
H -3.29665 1.12323 -2.91141
H -2.05187 0.18186 -3.72660
H -2.14919 1.93280 -3.98973
H -0.88437 3.39238 -2.54560
H 0.43306 3.75520 -0.51232
H 0.55465 3.03542 1.93469
H 1.95594 2.15517 1.32930
H 0.72679 1.30527 2.26819
H 3.30164 -0.34615 2.08571
H 5.50999 -0.62429 2.62346
H 4.85610 0.97662 3.07952
H 6.59871 0.77700 2.78118
```

The HOMO energy comes out at -8.013 eV. As for the SMILES: COc1ccc([C@H](C(=O)NC[C@H]2CCCO2)N(C(=O)CNC(=O)c2ccco2)c2cc(C)ccc2C)cc1OC. Its HOMO-LUMO gap is 8.59 eV.



E_tot in eV, matching the order above: -127546.1511; -99073.7639; -70746.7853; -57716.1446; -42948.1613; -50481.2290